Entry 1:
DFT (ωB97M-V/def2-TZVPD) results for an isolated molecule of C4H3N3O in a non-equilibrium geometry.

Structure (XYZ):
```
11
Properties=species:S:1:pos:R:3:forces:R:3:mulliken_charge:R:1
C -0.963 -1.224 -0.315 -1.4855 -4.0281 -0.4817 0.602
C 0.571 0.196 -1.237 0.6329 2.2345 1.1786 0.043
C 1.033 0.714 0.062 -1.1686 -1.9310 0.6146 -0.329
C 0.206 0.607 1.143 1.0169 0.2158 1.5329 -0.132
H 1.008 0.787 -2.035 -0.1638 -0.6462 -0.7965 0.389
H 2.069 0.983 0.181 0.0548 0.4144 0.0144 0.363
H 0.555 0.806 2.215 -0.4875 -0.0038 -1.8339 0.313
N -0.372 -0.632 -1.406 0.3874 -0.8442 -0.3696 -0.426
N -1.196 0.460 1.095 1.3147 1.9877 1.3167 -0.049
N -1.783 -0.275 0.335 -1.3849 -0.7302 -0.3613 -0.250
O -1.128 -2.423 -0.037 1.2835 3.3312 -0.8143 -0.524
```
Forces are in eV/Å.

Its HOMO energy is -0.354 Ha. The spin multiplicity is 1. Its SMILES is O=c1ncccnn1. Its strongest force on any atom is 0.0840 Eh/bohr. The total energy comes out at -393.62858 Ha. Its relative energy (zero: lowest compared OMol25 entry of this formula, charge and spin) is 238.5 kJ/mol.

Entry 2:
DFT (ωB97M-V/def2-TZVPD) results for a cluster of 3 separate species, C4H16N2O2 in total in a non-equilibrium geometry.

Structure (XYZ):
```
24
Properties=species:S:1:pos:R:3:forces:R:3:mulliken_spin:R:1
N 1.457 1.598 -0.816 1.3703 0.0232 0.1505 0.068
C 1.856 0.382 -1.542 -0.4282 1.0048 -0.5037 0.905
C 1.982 -0.741 -0.528 0.4476 0.6865 -0.4842 0.143
N 0.732 -1.091 0.108 -0.5504 -1.8025 1.4648 -2.564
C 1.024 -1.489 1.528 0.3269 1.0015 -1.6965 1.042
C 0.069 -2.189 -0.645 2.3715 0.3105 -0.8463 2.320
H 1.064 2.324 -1.393 -0.2953 -0.1513 -0.0078 -0.045
H 0.841 1.339 -0.068 -0.1093 0.1879 0.0073 -0.040
H 2.844 0.461 -2.016 0.0483 0.4043 0.2373 -0.038
H 1.164 0.319 -2.391 -0.0703 -1.1064 0.1816 -0.248
H 2.691 -0.304 0.200 -0.4249 -0.2771 0.0546 0.135
H 2.533 -1.569 -0.988 -0.2400 -0.3923 0.0626 -0.319
H 1.858 -2.216 1.534 -0.2987 0.0779 0.2983 -0.089
H 1.356 -0.518 1.914 -0.0075 -0.4862 0.9038 0.228
H 0.143 -1.887 2.024 -0.0258 0.1336 0.0058 -0.225
H -0.956 -2.446 -0.423 -0.4418 0.6711 0.1881 -0.540
H 0.635 -3.165 -0.575 -0.2188 0.7773 0.0936 -0.171
H 0.270 -1.802 -1.660 -1.0814 -0.8152 -0.1451 0.141
H -5.865 4.102 1.533 -0.4031 -0.0740 -0.1789 -0.032
H -5.751 2.624 2.034 -0.1676 0.0844 -0.2066 -0.075
O -5.290 3.463 1.950 0.5740 0.0029 0.3856 0.166
H -0.754 0.967 0.233 -0.9654 -0.5811 -0.2662 0.352
H -2.206 0.627 -0.299 0.5298 -0.0407 0.1282 -0.260
O -1.696 1.212 0.285 0.0602 0.3609 0.1733 0.148
```
Forces are in eV/Å.

Its HOMO energy (alpha / beta) is 0.047 / -0.206 Ha. The spin multiplicity is 2. Its strongest force on any atom is 0.0493 Eh/bohr. The total energy comes out at -421.88940 Ha. The net charge is -1. Its relative energy (zero: lowest compared OMol25 entry of this formula, charge and spin) is 185.1 kJ/mol.

Entry 3:
DFT (ωB97M-V/def2-TZVPD) results for a structure of composition C24H43Cl2IrN4O4SSi in a non-equilibrium geometry.

Structure (XYZ):
```
80
Properties=species:S:1:pos:R:3:forces:R:3:mulliken_spin:R:1
C 1.919 2.859 1.756 0.3927 -0.0545 -0.1433 0.002
C 0.492 2.614 2.126 -0.8207 0.0646 0.5288 0.011
H 2.004 3.776 1.159 0.1803 -0.2537 0.0113 0.001
H 2.338 2.024 1.178 -0.3250 0.4023 0.4205 0.000
H 2.535 3.006 2.656 -0.1321 -0.0455 -0.1654 -0.001
C -0.334 3.597 2.502 0.2692 -0.6380 0.1212 0.011
C 0.030 5.039 2.539 -0.0762 0.5755 -0.0713 -0.001
H -1.334 3.350 2.860 0.1353 0.0424 -0.1889 0.002
H 0.943 5.283 1.983 -0.2175 -0.1217 0.1826 0.000
H 0.149 5.414 3.563 0.0293 -0.0828 -0.0743 0.001
H -0.789 5.616 2.099 0.0551 0.1439 0.0175 0.001
Ir 0.034 -0.799 -0.611 -0.3015 4.3000 -0.0834 2.949
Cl 1.616 -0.307 -2.197 0.4382 -0.3549 -0.9155 0.212
C -2.267 -1.779 1.223 0.5299 0.6798 -1.9967 0.005
O -1.906 -1.322 0.088 -2.8222 -1.4429 2.4139 0.094
N -3.501 -2.214 1.453 -0.0765 -0.3523 0.2036 0.000
C -4.514 -2.345 0.403 -0.2803 0.1878 0.3878 0.002
C -3.902 -2.627 2.794 -0.2562 0.0322 0.0597 0.001
H -1.553 -1.833 2.062 -0.3319 0.0128 -0.2676 0.000
H -4.048 -2.247 -0.577 -0.0372 -0.0724 0.1572 0.000
H -5.295 -1.572 0.524 0.3836 -0.1698 -0.0746 0.000
H -5.026 -3.319 0.522 0.4227 0.3727 -0.1726 0.000
H -3.028 -2.656 3.450 -0.1579 -0.0780 -0.1205 0.000
H -4.401 -3.608 2.754 0.3534 0.1909 -0.0018 0.000
H -4.623 -1.917 3.223 0.2056 -0.0586 -0.1633 0.000
H -0.501 -5.506 -2.596 -0.0194 0.1795 -0.1103 0.000
H 2.326 -5.830 -2.303 -0.0224 0.1867 -0.0682 0.000
C -0.095 -4.772 -3.305 0.2745 -0.1181 -0.1988 0.002
C 2.372 -4.880 -2.853 0.0135 -0.1821 0.1149 0.001
N 1.109 -4.158 -2.751 0.3126 -0.2923 0.4248 0.011
H -0.837 -3.997 -3.510 0.1741 -0.2333 0.0255 0.000
C 0.989 -3.178 -1.872 -1.8857 0.7706 -0.1580 0.009
O -0.149 -2.637 -1.657 1.6457 -2.8876 -1.2445 0.074
H 3.180 -4.272 -2.430 -0.2055 -0.1094 -0.1584 0.001
H 1.911 -2.824 -1.377 -0.4593 -0.2294 -0.1884 0.000
H 0.197 -5.301 -4.219 -0.1975 0.1876 0.1248 0.001
H 2.593 -5.112 -3.897 -0.0011 0.1534 0.0443 0.001
H 0.299 3.088 -0.735 -0.1665 -0.2056 -0.2077 0.001
H -2.465 3.620 0.163 0.0793 -0.0065 -0.2503 0.003
C -0.267 2.963 -1.669 0.0428 0.0023 0.2292 -0.010
C -2.593 3.410 -0.910 -0.0756 -0.0917 0.2369 -0.003
N -1.609 2.449 -1.383 -0.2815 -0.0477 -0.2281 0.037
H 0.270 2.275 -2.327 -0.1334 0.0746 0.1948 0.004
C -1.949 1.175 -1.553 1.2800 -0.6780 -0.7356 0.098
O -1.135 0.297 -1.990 -2.2330 1.9668 -0.3004 0.017
H -3.595 2.993 -1.068 0.1693 0.2408 0.0329 0.001
H -2.996 0.915 -1.316 0.3462 0.0981 -0.0385 0.007
H -0.381 3.945 -2.138 0.0312 -0.1807 -0.0822 0.000
H -2.480 4.349 -1.465 -0.1428 -0.2446 0.0691 0.000
O 0.123 0.953 0.589 -0.5132 -0.4594 0.3094 0.220
C 0.047 1.154 1.971 0.1293 0.3506 -0.0288 0.036
C -2.515 1.209 2.076 -0.3415 0.0788 0.0348 0.003
C -1.302 0.855 2.657 0.9509 0.2761 -0.4066 -0.011
H -2.526 1.544 1.030 0.0378 -0.0919 0.6195 -0.014
C -3.692 1.134 2.830 0.2978 -0.3313 -0.0727 -0.003
H 0.794 0.560 2.530 -0.0009 -0.2091 -0.2997 0.023
C -1.260 0.326 3.948 -0.0912 0.1558 0.0271 -0.005
H -4.645 1.422 2.387 0.1852 -0.0359 0.1283 0.000
C -3.641 0.660 4.145 -0.0855 0.0335 0.1194 0.001
C -2.428 0.252 4.707 0.1256 -0.1386 -0.3376 0.000
H -0.288 -0.005 4.344 -0.5214 0.2240 -0.0609 0.000
H -4.554 0.592 4.740 0.2368 0.0757 -0.1901 0.000
H -2.377 -0.140 5.720 -0.1464 0.0766 -0.1296 0.000
Si 4.186 0.519 -2.377 1.3390 0.5041 -1.0019 0.005
Cl 3.412 1.842 -0.907 0.8558 -0.2627 -0.7265 0.003
C 3.357 0.713 -4.089 -0.1847 0.3518 0.0256 0.015
C 4.672 -1.192 -1.729 -0.4018 -0.1094 0.2507 0.002
C 5.972 1.121 -2.870 -0.6402 0.1267 0.4714 0.002
H 2.266 0.849 -4.079 0.6480 -0.0381 -0.0719 -0.003
H 3.570 -0.196 -4.667 0.0303 0.1345 0.0129 0.001
H 3.783 1.578 -4.613 0.1984 -0.2290 0.0635 0.002
H 5.931 2.040 -3.463 0.0423 -0.0506 0.1001 0.000
H 6.465 0.350 -3.479 -0.1920 0.0759 0.1036 0.000
H 6.598 1.303 -1.991 0.0023 -0.0048 -0.0734 0.000
H 3.861 -1.718 -1.202 0.3446 0.1656 -0.1554 -0.001
H 5.542 -1.111 -1.054 -0.3460 0.0605 -0.2531 0.000
H 4.990 -1.792 -2.599 -0.1291 0.1661 0.2149 0.000
S 1.895 -3.475 2.714 0.3956 -0.5521 0.6488 0.111
C 1.273 -2.543 1.602 -1.5245 1.9680 -2.3471 0.049
N 0.757 -1.847 0.758 3.1931 -3.9448 5.4326 0.017
```
Forces are in eV/Å.

Its HOMO energy (alpha / beta) is -0.209 / -0.265 Ha. The spin multiplicity is 5. Its strongest force on any atom is 0.1446 Eh/bohr. The total energy comes out at -3172.59325 Ha. Its relative energy (zero: lowest compared OMol25 entry of this formula, charge and spin) is 167.1 kJ/mol.

Entry 4:
DFT (ωB97M-V/def2-TZVPD) results for an isolated molecule of C3H11N3 in a non-equilibrium geometry.

Structure (XYZ):
```
17
Properties=species:S:1:pos:R:3:forces:R:3:mulliken_charge:R:1
C 1.514 0.246 1.145 0.8923 1.3050 -0.4396 -0.597
C -0.294 -0.668 -0.112 -2.1064 -3.2038 -2.7255 -0.380
C -1.758 1.249 -0.505 -5.9921 5.9885 2.8377 -0.838
H 1.242 1.019 0.256 1.6741 -1.7255 1.7917 0.298
H 1.691 0.873 2.048 -0.5504 -0.4108 -0.4598 0.255
H 2.537 -0.394 1.134 -2.4701 1.3050 -0.8717 0.179
H 0.481 -1.702 1.371 -1.0366 4.8201 0.3536 0.328
H -1.115 -1.521 -0.031 0.6714 2.1423 0.3354 0.221
H 1.133 -2.153 -0.107 -1.3730 2.4385 -4.1544 0.283
H 1.370 -0.784 -1.385 -1.2249 -1.7441 1.0988 0.322
H -0.694 0.557 -2.015 0.5542 -1.0612 4.3670 0.303
H -1.463 2.380 -0.852 -1.4649 -2.1616 0.8617 0.252
H -2.795 0.945 -1.066 1.8928 0.7637 1.6000 0.230
H -1.964 1.384 0.758 0.6466 -0.7318 -3.7386 0.269
N 0.228 -0.485 1.221 1.6265 -4.0791 0.5391 -0.388
N 0.611 -1.475 -1.010 2.9812 0.0331 2.6842 -0.621
N -0.723 0.529 -0.850 5.2793 -3.6782 -4.0794 -0.118
```
Forces are in eV/Å.

Its HOMO energy is -0.315 Ha. The spin multiplicity is 1. Its SMILES is CNC(N)NC. Its strongest force on any atom is 0.1737 Eh/bohr. The total energy comes out at -284.97283 Ha. Its relative energy (zero: lowest compared OMol25 entry of this formula, charge and spin) is 538.2 kJ/mol.